Entry from OMol25: 2 unconnected molecules or ions with the total composition C12H17N (the ωB97M-V functional and the def2-TZVPD basis).

M ... 175.3 g mol⁻¹
2S+1 ... 1
Structure (SMILES) ... Cc1c[nH]c2ccccc12.CCC
Maximum force ... 0.0344 hartree/bohr
E ... -14209.903 eV
ΔE to the lowest compared entry with this formula, charge and spin ... 10.0 kcal/mol
HOMO energy ... -7.91 eV
Gap between HOMO and LUMO ... 8.823 eV
LUMO level ... 0.908 eV

Cartesian coordinates (Å):
C 1.5468 1.6472 1.0702
C 1.2796 1.3365 -0.3636
C 2.1650 1.2964 -1.3724
N 1.5086 0.9662 -2.5482
C 0.1720 0.8516 -2.3043
C -0.9051 0.6683 -3.1653
C -2.1744 0.6962 -2.6438
C -2.3767 0.8082 -1.2644
C -1.3068 0.9393 -0.4078
C -0.0056 0.9543 -0.8943
H 0.8559 2.4120 1.4407
H 2.5391 2.0648 1.2137
H 1.4990 0.7631 1.7054
H 3.2411 1.3820 -1.3256
H 1.9609 0.8513 -3.4355
H -0.7158 0.6107 -4.2273
H -2.9842 0.5612 -3.3416
H -3.3978 0.8503 -0.9162
H -1.5190 0.9728 0.6626
C -1.3369 -1.4426 2.3579
C -0.1013 -1.7443 1.4848
C 1.0760 -2.4749 2.0866
H -1.2538 -0.5355 2.9468
H -2.1618 -1.2651 1.6620
H -1.5262 -2.2485 3.0614
H 0.2198 -0.7769 1.1098
H -0.4980 -2.2350 0.5929
H 1.7412 -2.7698 1.2885
H 0.8337 -3.3153 2.7404
H 1.6247 -1.8243 2.7867

Force components x, y, z for each atom (eV/Å):
0.2 0.3 0.1
-0.5 -0.5 1.2
0.2 -0.4 -0.6
0.6 0.3 -0.2
-0.3 -0.6 0.9
0.6 0.3 -0.3
0.3 -0.4 -0.2
-0.1 0.1 -0.4
-0.6 -0.2 0.9
0.2 1.1 -1.3
-0.1 -0.2 0.0
0.2 0.0 -0.1
-0.2 0.0 0.1
-0.1 0.2 -0.2
-0.1 0.1 -0.1
-0.2 -0.1 -0.2
-0.4 0.1 0.1
0.0 -0.1 0.3
0.2 0.2 -0.2
0.5 -0.1 -0.3
-1.0 0.6 -0.1
0.1 0.5 1.0
0.3 0.2 0.2
-0.2 -0.3 0.4
-0.4 -0.2 -0.1
0.3 0.0 -0.2
0.3 -0.4 0.0
0.4 -0.3 0.0
-0.3 -0.3 -0.5
0.0 0.1 -0.4